Record 1
This record from the OMol25 dataset describes a cluster of 8 separate species, C40H56ClN5O23 in total in a non-equilibrium geometry. The level of theory is ωB97M-V/def2-TZVPD.

Results
LUMO level ... -0.069 eV
HOMO ... -8.1 eV
Gap between HOMO and LUMO ... 0.293 hartree
Largest force on an atom ... 2.61 eV Å⁻¹
SMILES ... CCCCNc1nc2c(C[C@@H](O)CN)c(Cl)c(C[C@@H]3CO3)c(N)c2nc1C.O=C1OCCO1.O=C1OCCO1.O=C1OCCO1.O=C1OCCO1.O=C1OCCO1.O=C1OCCO1.O=C1OCCO1
E ... -109450.299 eV
Charge ... 0

Geometry (Å):
C 3.157870 -2.150370 5.028447
C 2.497839 -1.578579 6.301695
C 1.405137 -0.520240 5.990838
C 1.817652 0.883206 6.450510
N 1.261407 1.996772 5.665344
C -0.077030 1.834329 5.287850
N -0.345545 1.536332 4.052289
C -1.657743 1.379113 3.719341
C -1.984038 1.034427 2.375378
C -0.940838 0.846183 1.292264
C 0.274206 -0.028735 1.635587
O 0.304945 -1.205928 0.815427
C 1.616763 0.690078 1.376928
N 1.689985 2.090617 1.790119
C -3.337296 0.893200 2.086988
Cl -3.891180 0.451859 0.484807
C -4.380841 1.094463 3.034831
C -5.831385 1.007098 2.669285
C -6.424628 -0.355305 2.999232
C -7.129724 -1.097514 1.756267
O -7.729998 -0.442727 3.079141
C -4.013128 1.400895 4.332830
N -4.978385 1.609320 5.342902
C -2.646285 1.549612 4.692939
N -2.364166 1.880124 5.988622
C -1.102912 2.023198 6.269177
C -0.745287 2.406276 7.675933
H 2.811257 -1.639526 4.134756
H 4.238125 -2.067010 5.077304
H 2.896950 -3.198327 4.919877
H 3.254064 -1.110702 6.924522
H 2.026330 -2.391251 6.843395
H 1.222319 -0.523723 4.919299
H 0.476642 -0.833219 6.464437
H 1.555551 0.994824 7.500832
H 2.901598 0.941606 6.418314
H 1.824747 2.113604 4.835026
H -0.618811 1.833687 0.962786
H -1.409122 0.397734 0.432352
H 0.237736 -0.341913 2.671359
H 0.518605 -0.903561 -0.073927
H 1.805175 0.666819 0.301525
H 2.419165 0.117460 1.840749
H 1.887305 2.695143 1.011137
H 2.350826 2.249397 2.529574
H -6.020969 1.144105 1.618624
H -6.427242 1.710516 3.246344
H -5.862696 -0.995300 3.672295
H -8.036992 -1.685052 1.604264
H -6.563039 -2.025263 2.065237
H -4.607924 1.307783 6.235755
H -5.804802 1.049377 5.186057
H -0.772151 1.539682 8.332297
H 0.209413 2.911571 7.729824
H -1.534305 3.066549 8.024087
C -1.314265 -0.775576 -2.211033
C -1.839639 -1.899731 -3.071666
O -0.881603 -1.941643 -4.137483
C 0.270173 -1.407438 -3.688098
O 1.304627 -1.449778 -4.276136
O 0.097490 -0.819852 -2.479145
H -1.507613 -0.922916 -1.153280
H -1.697975 0.201457 -2.511838
H -1.830964 -2.861368 -2.555761
H -2.834762 -1.717243 -3.456409
C 1.836944 -0.498496 -7.448868
C 3.312415 -0.198194 -7.326193
O 3.479801 0.878358 -8.264622
C 2.282399 1.486553 -8.429229
O 2.120689 2.510217 -9.011099
O 1.294966 0.771499 -7.842434
H 1.394978 -0.839338 -6.517688
H 1.625239 -1.227708 -8.234474
H 3.584878 0.155063 -6.331551
H 3.942533 -1.037852 -7.585571
C -1.391627 -5.662052 -5.619249
C -2.234974 -5.604587 -6.874174
O -3.401620 -4.912002 -6.422249
C -3.063128 -4.176009 -5.339339
O -3.765998 -3.360750 -4.837536
O -1.817914 -4.494979 -4.908910
H -0.323847 -5.617336 -5.816682
H -1.607174 -6.542238 -5.010851
H -1.765187 -5.022282 -7.668535
H -2.498282 -6.586038 -7.259248
C 6.260743 2.682098 1.063519
C 6.453950 3.441236 -0.232808
O 5.137515 3.929755 -0.499031
C 4.462271 3.990898 0.673377
O 3.404448 4.504027 0.819706
O 5.163099 3.377022 1.661275
H 7.131643 2.712636 1.713041
H 5.971838 1.642158 0.899864
H 7.129596 4.291356 -0.123079
H 6.800413 2.813532 -1.049553
C -3.129024 -2.776216 2.410996
C -2.064663 -3.688800 1.840179
O -2.725197 -4.961380 1.838122
C -4.061669 -4.746741 1.813678
O -4.880677 -5.585860 1.642130
O -4.336446 -3.431619 2.014315
H -3.076700 -1.771482 2.005482
H -3.095734 -2.727481 3.502306
H -1.795872 -3.426173 0.816124
H -1.162115 -3.726684 2.443653
C -4.030289 5.121374 -1.145315
C -4.474834 3.951286 -1.998554
O -3.228787 3.342450 -2.350891
C -2.311785 3.687414 -1.415396
O -1.230900 3.204868 -1.324953
O -2.799629 4.644588 -0.593171
H -4.733599 5.367009 -0.354105
H -3.827480 6.016885 -1.735266
H -5.073039 3.229376 -1.439336
H -5.019002 4.251596 -2.889983
C 7.642172 0.695560 -5.728410
C 8.664195 -0.253032 -6.319552
O 7.943201 -1.488325 -6.363350
C 6.619914 -1.203235 -6.390969
O 5.760852 -1.994132 -6.600910
O 6.407888 0.112603 -6.151716
H 7.732052 1.712169 -6.101506
H 7.667623 0.710397 -4.637134
H 8.951438 0.022582 -7.335460
H 9.558875 -0.354172 -5.711045

Forces on the atoms, in the same order (eV/Å):
-0.1 0.0 0.4
-0.5 0.3 -0.6
0.4 -0.4 0.1
-0.2 -0.3 0.2
0.3 -0.2 0.1
0.0 0.1 -0.3
-0.2 -0.1 0.2
0.3 0.1 -0.4
-0.8 -0.4 -0.7
0.1 0.3 0.5
0.5 0.5 -0.5
-0.3 -0.2 0.4
0.1 0.7 0.2
-0.4 -0.4 -0.1
0.2 0.3 0.5
0.3 0.0 -0.1
0.6 0.4 0.1
0.1 -0.5 0.6
-0.1 1.9 -1.8
1.0 -1.7 1.5
-0.6 -1.0 1.2
-0.5 -0.1 0.2
0.2 -0.7 -0.2
-0.7 0.0 -0.1
0.4 -0.2 -0.7
0.2 0.0 0.8
-0.6 0.2 -0.1
0.0 0.1 -0.1
0.2 -0.1 -0.1
0.1 -0.2 -0.1
0.1 -0.1 0.3
0.2 -0.1 0.3
-0.1 0.1 -0.2
-0.2 0.2 0.0
-0.1 0.1 0.1
0.1 0.3 -0.2
-0.2 0.0 -0.2
0.2 0.1 0.1
-0.2 -0.1 -0.2
-0.1 -0.3 0.1
0.1 -0.1 -0.2
-0.1 -0.2 -0.2
0.0 -0.3 0.0
0.1 0.2 0.1
0.1 0.1 0.0
0.1 0.4 -0.1
0.1 0.4 0.0
0.3 -0.3 0.0
-0.3 0.9 -1.5
-0.7 -0.3 0.4
0.2 0.5 0.1
-0.2 0.2 -0.1
0.2 -0.2 0.1
0.2 0.0 0.0
0.0 0.1 0.1
-0.2 0.1 0.0
-0.2 0.0 0.2
0.1 0.2 0.1
-0.1 -0.1 0.0
0.2 0.0 0.0
0.0 -0.1 0.0
0.2 -0.1 0.0
0.1 0.0 0.0
0.0 0.0 0.0
0.0 0.0 -0.2
-0.1 -0.2 0.1
-0.1 0.0 0.0
-0.1 0.0 0.0
0.0 0.0 0.0
0.0 0.1 -0.1
0.1 0.0 0.0
-0.1 0.2 0.0
0.0 0.1 -0.1
0.0 0.0 0.0
0.1 0.1 -0.1
0.2 -0.1 0.0
0.1 -0.1 -0.1
0.1 0.0 0.0
0.0 0.0 -0.1
-0.1 0.0 0.0
-0.2 -0.2 -0.1
0.0 0.2 0.1
0.0 0.0 0.0
0.0 0.0 0.0
-0.2 0.0 0.0
0.1 -0.1 0.0
0.2 0.0 -0.1
0.1 0.0 0.1
0.0 0.0 0.0
-0.1 0.1 0.0
0.0 0.0 -0.1
-0.1 0.1 0.1
0.0 0.0 0.0
0.0 0.0 0.0
-0.2 0.0 -0.1
0.2 0.1 0.1
0.1 0.1 0.0
0.0 0.1 0.0
0.1 0.1 0.0
-0.1 -0.1 0.0
0.0 0.0 0.0
-0.2 0.0 -0.1
0.0 0.0 0.0
0.0 0.0 0.0
0.0 -0.1 0.0
-0.1 0.1 0.0
-0.2 0.0 0.0
0.0 0.1 0.0
0.0 -0.1 0.1
0.1 -0.1 0.0
-0.1 0.0 -0.1
0.1 -0.1 0.1
0.0 0.0 0.0
0.0 0.0 0.0
0.1 -0.1 -0.1
0.1 0.2 0.0
0.2 0.1 0.0
0.0 0.1 0.0
0.0 0.0 0.0
0.1 -0.2 0.0
0.1 0.0 0.0
-0.2 0.0 -0.1
0.0 0.0 0.0
0.0 0.0 0.0
0.0 -0.2 0.0


Record 2
This record from the OMol25 dataset describes a cluster of 9 separate species, C40H56F32O9 in total in a non-equilibrium geometry. The level of theory is ωB97M-V/def2-TZVPD.

Results
LUMO level ... 0.387 eV
HOMO ... -9.4 eV
Gap between HOMO and LUMO ... 0.361 hartree
Largest force on an atom ... 3.82 eV Å⁻¹
SMILES ... FC(F)C(F)(F)COC(F)(F)C(F)F.FC(F)C(F)(F)COC(F)(F)C(F)F.FC(F)C(F)(F)COC(F)(F)C(F)F.FC(F)C(F)(F)COC(F)(F)C(F)F.C1CCOC1.C1CCOC1.C1CCOC1.C1CCOC1.C1CCOC1
E ... -147772.358 eV
Charge ... 0

Geometry (Å):
C 0.005305 -3.352411 -1.629485
C 0.652151 -2.959319 -2.935506
C 0.271791 -3.913221 -4.101563
F -1.018692 -4.107300 -4.074921
F 0.715634 -3.395708 -5.274135
F 0.275111 -1.714114 -3.291105
F 1.995688 -2.877869 -2.803172
O 0.284026 -4.783276 -1.425688
C 0.779757 -5.078743 -0.171042
C 0.590853 -6.550536 0.222257
F 1.333828 -6.860536 1.322818
F -0.727400 -6.696191 0.479730
F 2.072273 -4.702963 -0.121099
F 0.217681 -4.389917 0.772800
H -1.101789 -3.279645 -1.673494
H 0.388341 -2.792799 -0.775638
H 0.782561 -4.910469 -4.015565
H 0.875708 -7.248864 -0.534424
C 3.221982 -2.730183 5.985319
C 3.002336 -1.515105 5.116424
C 1.511402 -1.032050 5.162980
F 1.298012 -0.048034 4.196898
F 0.786106 -2.069737 4.829126
F 3.769930 -0.483726 5.582189
F 3.370359 -1.847257 3.874190
O 2.801088 -2.336002 7.267780
C 3.073915 -3.156430 8.341130
C 2.494703 -2.497730 9.572739
F 1.212982 -2.211823 9.528212
F 2.770138 -3.273365 10.707527
F 2.527687 -4.386985 8.110892
F 4.418286 -3.288542 8.466985
H 4.324889 -2.818961 6.105831
H 2.744806 -3.615078 5.605616
H 1.303037 -0.596678 6.164484
H 3.022125 -1.578164 9.667316
C -3.912404 -2.565311 -3.318100
C -3.983891 -1.405056 -2.418736
C -4.290631 -0.045436 -3.116253
F -4.055366 0.940553 -2.188811
F -3.465480 0.201295 -4.115657
F -4.994437 -1.501852 -1.494111
F -2.812772 -1.446580 -1.799534
O -5.227772 -2.751826 -4.010933
C -5.549735 -4.030715 -4.194407
C -6.699918 -4.058907 -5.146965
F -7.210142 -5.326325 -5.370032
F -7.713738 -3.246446 -4.618653
F -4.493013 -4.735760 -4.778723
F -5.837110 -4.700412 -3.082641
H -3.719114 -3.390014 -2.625553
H -3.119337 -2.488980 -4.073067
H -5.370057 -0.003353 -3.438278
H -6.278444 -3.601477 -6.068334
C 1.700823 4.773931 -2.473032
C 1.991733 4.700941 -0.941333
C 0.750433 4.960766 -0.083154
F 0.130981 6.134024 -0.368480
F -0.145934 3.967796 -0.375126
F 2.436938 3.557609 -0.489314
F 2.886104 5.685658 -0.557617
O 3.007248 4.529126 -3.143247
C 3.116030 3.696408 -4.149198
C 4.595954 3.575690 -4.465704
F 5.328922 3.228029 -3.429683
F 4.760442 2.522488 -5.348212
F 2.599403 2.501090 -3.739425
F 2.456108 4.072737 -5.236747
H 1.351547 5.779566 -2.700511
H 1.015658 3.985634 -2.681081
H 1.053284 4.942817 1.005559
H 4.983439 4.484842 -4.913881
C -2.999513 3.038271 -4.504858
C -2.610640 3.611278 -5.826873
C -1.105354 3.870736 -5.654383
O -0.981447 4.073951 -4.274363
C -1.719575 3.059726 -3.657902
H -3.432056 2.014616 -4.513256
H -3.742649 3.706112 -4.072726
H -3.101830 4.560108 -6.009939
H -2.813775 2.914719 -6.593357
H -0.763511 4.755152 -6.169040
H -0.494428 3.006347 -6.012106
H -1.851624 3.312485 -2.586939
H -1.189868 2.106712 -3.696261
C 3.258789 -0.427982 -1.302737
C 4.133129 -1.515124 -0.755168
C 4.695867 -0.884416 0.551844
O 3.711155 0.041680 0.914498
C 3.340853 0.734115 -0.318332
H 2.243951 -0.727255 -1.258333
H 3.542180 -0.199461 -2.315354
H 4.920907 -1.798776 -1.435776
H 3.510783 -2.394795 -0.567187
H 5.626080 -0.314375 0.308451
H 4.850070 -1.608275 1.361680
H 4.129061 1.472809 -0.476304
H 2.399693 1.208436 -0.133482
C 4.154072 3.422366 2.592415
C 3.062089 2.587023 3.235177
C 2.174829 3.627633 4.044173
O 2.519867 4.858942 3.426022
C 3.944160 4.785363 3.284509
H 3.963929 3.432167 1.517923
H 5.156892 3.060155 2.795440
H 3.506636 1.850780 3.952101
H 2.503352 2.054459 2.481509
H 2.363150 3.649287 5.062012
H 1.047641 3.492860 3.958300
H 4.459602 4.764879 4.216501
H 4.252843 5.635464 2.693506
C -4.338538 -0.835413 2.886635
C -4.715015 0.630025 2.581558
C -6.246880 0.616595 2.752449
O -6.611950 -0.787131 2.861694
C -5.512600 -1.572651 2.394498
H -4.274993 -0.906809 3.971488
H -3.393524 -1.167582 2.415250
H -4.484867 0.777287 1.540169
H -4.199451 1.317078 3.242256
H -6.813839 1.092039 1.985570
H -6.516412 0.934600 3.754949
H -5.496898 -1.656642 1.306933
H -5.538595 -2.538285 2.902104
C -1.130611 0.592618 1.548149
C -1.664293 0.978077 0.140894
C -0.445143 0.683508 -0.762883
O 0.093571 -0.561491 -0.236882
C -0.013198 -0.444556 1.227465
H -1.921476 0.173028 2.185065
H -0.724595 1.435707 2.082351
H -2.000062 1.997154 0.081342
H -2.429385 0.246866 -0.159428
H 0.319243 1.440838 -0.677243
H -0.608387 0.518312 -1.818238
H 1.011256 -0.235782 1.606356
H -0.341004 -1.408431 1.618642

Forces on the atoms, in the same order (eV/Å):
-0.7 -1.2 0.7
0.2 0.1 -0.4
3.5 -1.2 0.7
-2.2 0.1 -0.5
-0.7 0.3 0.0
-0.7 0.4 0.0
0.1 -0.7 -0.1
-0.1 -0.1 0.6
0.9 -0.2 -1.5
0.2 -0.3 -0.2
-0.5 0.5 -0.2
0.1 -0.2 0.3
0.9 -0.4 -0.2
-1.6 1.6 1.8
0.8 0.3 -0.1
0.0 0.3 -0.5
-0.4 0.9 0.2
0.1 -0.3 -0.7
2.1 0.6 0.7
-0.9 0.4 0.5
1.9 1.8 -0.5
0.3 -0.8 1.0
-1.4 -1.1 0.0
0.0 -0.2 -0.4
0.1 0.3 -0.4
-1.1 0.0 1.6
-0.6 -0.5 -2.0
1.5 -0.3 1.8
-1.1 -0.5 -0.3
-0.5 0.6 -1.5
0.6 0.3 0.3
-0.5 -0.3 0.3
-0.5 -0.5 -0.8
-0.3 -0.3 -0.1
-0.3 -0.4 -0.7
0.6 0.9 0.4
-1.6 -1.6 -1.1
-1.6 1.5 -0.7
-0.9 0.1 1.7
-0.4 -0.3 -0.2
0.7 -0.9 -1.1
0.5 -0.4 -0.2
1.0 0.7 0.8
1.9 0.8 1.1
0.7 -1.4 -0.3
-1.6 0.4 -1.0
0.8 1.7 0.4
1.1 -1.2 -0.8
-0.6 0.5 0.3
0.0 -0.1 0.9
-0.1 -0.3 -0.4
-0.3 0.1 0.3
1.1 -0.1 0.2
-0.9 -0.4 0.1
2.4 -0.4 1.0
-0.9 2.7 -0.4
-0.3 0.1 0.7
0.4 -0.2 -0.1
0.1 0.1 0.3
1.0 -1.6 -0.2
-0.1 -0.5 -0.5
-1.0 2.4 2.0
-0.2 -1.3 1.1
0.4 -1.3 -1.7
0.3 0.2 1.5
-0.4 0.7 -0.2
0.0 -0.6 -0.7
-0.6 0.2 -0.9
-0.1 -0.2 -0.2
-0.7 -0.3 -0.6
-0.4 -0.1 -1.0
0.0 0.2 -0.1
-1.3 -1.0 1.6
1.0 0.5 -0.2
-0.2 -0.6 -0.6
1.5 0.6 0.5
-0.7 0.2 0.5
0.4 1.4 -0.4
-0.1 -0.1 0.4
-0.2 0.0 -0.2
-0.2 -0.5 -1.2
0.2 0.3 -0.1
-0.3 0.4 0.4
-0.1 0.0 -0.6
0.1 -0.3 -0.2
0.1 1.0 -0.4
0.5 -0.6 1.0
0.1 -0.2 -1.0
-0.8 0.8 0.3
1.3 -1.2 1.2
-1.0 -0.4 -0.4
-0.1 0.4 -0.4
0.3 -0.1 -0.2
0.3 0.0 0.2
-0.2 -0.6 0.3
0.0 0.4 -0.1
-0.1 0.1 -0.5
-0.4 0.3 0.0
-0.1 0.6 0.2
-0.2 -0.6 2.1
-1.4 -0.8 -3.3
0.3 0.5 0.7
-0.9 -0.5 -1.9
0.3 0.4 0.1
0.1 -0.2 -0.1
-0.5 0.4 -0.7
-0.3 -0.3 0.0
0.8 0.0 2.2
1.4 0.0 -0.2
0.2 0.2 1.1
0.1 0.2 -0.1
1.3 1.1 0.2
-0.3 -0.8 -0.3
0.8 -1.6 1.8
0.0 -0.2 -0.9
-0.7 -0.3 0.7
0.2 -0.4 0.1
-0.4 0.2 0.3
0.3 0.6 -0.4
0.0 0.3 -0.2
-0.3 0.5 -0.6
-0.2 0.9 -0.1
-0.2 -0.2 -0.2
-0.5 -0.2 -0.4
0.3 -0.3 -0.7
0.9 -1.2 -0.2
0.1 -0.9 0.9
-0.8 0.8 0.9
0.1 -0.2 -0.5
0.4 0.1 -0.3
0.2 0.5 0.1
-0.3 0.4 -0.1
-0.1 0.6 0.2
0.3 0.6 0.1
-0.4 0.0 -0.2
-0.8 0.2 0.0
0.3 -0.2 -0.2


> The lowest largest force on an atom belongs to which entry?

C40H56ClN5O23


> Number 1 is which compound?

C40H56ClN5O23